No. 1
A 2-piece molecular cluster, CH2Cl2N2 overall, computed with ωB97M-V/def2-TZVPD.

Last column: Löwdin charge in e.
Cartesian coordinates (Å):
C: 0.22 -0.06 -0.35  -0.55
N: 0.32 1.00 -0.92  0.08
N: -0.28 -0.30 0.89  -1.00
Cl: -0.50 1.10 1.92  0.57
Cl: -1.29 -1.58 1.26  0.60
H: 0.66 -1.54 -1.03  0.19
H: 0.86 1.38 -1.76  0.12

The calculation puts the gap between HOMO and LUMO at 9.085 eV. The multiplicity is 1. Its energy above the lowest of the compared OMol25 structures with the same formula, charge and spin is 101.8 kcal per mole. The total energy is -29089.2418 eV. For the LUMO energy, the calculation gives -0.35 eV. The calculation puts the maximum force at 5.3 eV Å⁻¹.



No. 2
A single C4H3NO3 molecule, computed with ωB97M-V/def2-TZVPD.

Last column: Löwdin charge in e.
Cartesian coordinates (Å):
N: -3.66 -0.21 -0.20  0.13
C: -2.31 -0.25 -0.28  -0.03
C: -0.92 0.24 -0.11  -0.43
O: -0.32 0.35 1.04  0.00
C: 0.29 -0.71 0.03  0.04
C: 1.68 -0.07 -0.18  -0.25
O: 2.87 -0.94 -0.11  -0.09
O: 1.59 1.29 -0.31  0.02
H: -0.76 0.88 -1.09  0.20
H: 0.11 -1.79 0.38  0.18
H: 0.75 1.51 0.43  0.22

The calculation puts the gap between HOMO and LUMO at 9.874 eV. The multiplicity is 1. Its energy above the lowest of the compared OMol25 structures with the same formula, charge and spin is 178.8 kcal per mole. The total energy is -11821.7806 eV. For the LUMO energy, the calculation gives -0.95 eV. The calculation puts the maximum force at 13.5 eV Å⁻¹. Its structure (SMILES) is N#C[C@H]1O[C@@H]1C(=O)O.



No. 3
C37H48CeCl2OP4 as an isolated structure, computed with ωB97M-V/def2-TZVPD.

Last column: Löwdin charge in e.
Cartesian coordinates (Å):
P: 1.14 0.87 -2.31  1.10
C: 2.86 1.15 -2.69  -0.31
C: 3.42 0.61 -3.85  -0.07
H: 2.84 -0.05 -4.49  0.11
C: 4.74 0.91 -4.20  -0.05
H: 5.17 0.47 -5.10  0.12
C: 5.50 1.75 -3.39  -0.04
H: 6.53 1.97 -3.66  0.12
C: 4.95 2.30 -2.24  -0.05
H: 5.53 2.95 -1.61  0.12
C: 3.63 2.01 -1.89  -0.06
H: 3.21 2.46 -0.99  0.11
C: 0.59 -0.51 -3.33  -0.32
C: 1.13 -1.78 -3.08  -0.09
H: 1.90 -1.89 -2.31  0.10
C: 0.71 -2.88 -3.82  -0.05
H: 1.14 -3.86 -3.61  0.12
C: -0.25 -2.73 -4.81  -0.05
H: -0.58 -3.59 -5.39  0.12
C: -0.79 -1.48 -5.07  -0.05
H: -1.53 -1.35 -5.86  0.12
C: -0.38 -0.37 -4.34  -0.05
H: -0.82 0.61 -4.53  0.12
C: 0.29 2.36 -2.84  -0.30
C: 0.71 3.06 -3.99  -0.05
H: 1.52 2.66 -4.59  0.12
C: 0.10 4.25 -4.34  -0.04
H: 0.43 4.78 -5.23  0.12
C: -0.93 4.78 -3.56  -0.04
H: -1.40 5.72 -3.84  0.12
C: -1.34 4.11 -2.41  -0.04
H: -2.12 4.53 -1.78  0.12
C: -0.74 2.91 -2.04  -0.07
H: -1.03 2.39 -1.14  0.08
Ce: 0.17 -0.46 2.21  -0.20
C: -1.67 -1.46 1.64  -0.24
C: -2.01 -1.40 0.33  -0.32
H: -2.19 -1.89 2.43  0.03
C: -1.04 -0.77 -0.66  -0.40
O: -1.74 0.13 -1.49  -0.05
H: -0.99 0.53 -2.10  0.07
C: 0.13 -0.14 0.01  -0.35
H: -0.64 -1.56 -1.31  0.14
C: 1.03 0.53 -0.56  -0.23
Cl: -0.22 -1.38 4.48  0.34
Cl: 2.39 0.59 2.38  0.30
P: 1.45 -2.67 1.81  0.68
C: 2.26 -3.13 3.34  -0.25
H: 1.53 -3.54 4.05  0.05
H: 2.74 -2.26 3.81  0.06
H: 3.02 -3.88 3.11  0.06
C: 0.39 -4.02 1.37  -0.23
H: -0.09 -3.84 0.39  0.05
H: -0.40 -4.16 2.12  0.07
H: 0.99 -4.94 1.30  0.07
C: 2.71 -2.54 0.58  -0.23
H: 3.21 -1.56 0.62  0.05
H: 2.28 -2.66 -0.42  0.03
H: 3.45 -3.33 0.75  0.07
P: -3.50 -2.16 -0.24  0.87
C: -4.17 -3.22 1.02  -0.17
C: -3.14 -3.13 -1.71  -0.16
H: -4.44 -2.65 1.92  0.08
H: -3.45 -4.01 1.31  0.08
H: -5.08 -3.71 0.63  0.08
H: -2.81 -2.48 -2.53  0.06
H: -4.05 -3.66 -2.04  0.08
H: -2.36 -3.87 -1.51  0.07
C: -4.76 -0.98 -0.70  -0.16
H: -4.95 -0.28 0.13  0.08
H: -5.70 -1.50 -0.94  0.08
H: -4.43 -0.40 -1.57  0.07
H: 1.92 0.88 -0.04  0.03
C: -2.29 3.18 3.80  -0.26
P: -1.37 1.73 3.21  0.90
C: -0.70 2.67 1.75  -0.24
C: -0.53 1.57 4.86  -0.47
C: 0.80 1.88 5.05  -0.16
C: 1.38 1.72 6.28  -0.07
C: 0.64 1.26 7.36  -0.06
C: -0.71 0.97 7.18  -0.09
C: -1.30 1.11 5.96  -0.16
H: -3.01 3.48 3.05  0.04
H: -1.59 4.02 4.00  0.08
H: -2.81 2.95 4.72  0.04
H: -0.52 3.71 2.01  0.06
H: 0.22 2.22 1.40  -0.01
H: -1.49 2.61 0.97  0.07
H: 1.40 2.25 4.20  0.08
H: 2.45 1.96 6.42  0.13
H: 1.11 1.14 8.35  0.12
H: -1.30 0.60 8.05  0.13
H: -2.37 0.86 5.82  0.12

The calculation puts the gap between HOMO and LUMO at 7.204 eV. Its charge is +2. The multiplicity is 1. The total energy is -116308.8247 eV. For the LUMO energy, the calculation gives -5.48 eV. The calculation puts the maximum force at 6.5 eV Å⁻¹.



No. 4
An isolated ion of composition C5H6N5O2 and charge +1, computed with ωB97M-V/def2-TZVPD.

Last column: Löwdin charge in e.
Cartesian coordinates (Å):
H: -1.29 -1.86 -1.45  0.09
N: -0.48 -1.36 -1.12  0.23
C: -0.48 -0.46 -0.27  -0.17
C: -1.88 0.31 0.31  -0.15
N: -3.10 0.10 -0.12  0.23
N: -1.35 1.31 0.99  0.14
O: 0.11 1.25 1.19  -0.01
C: 0.65 0.53 -0.01  -0.06
C: 2.19 -0.12 0.14  -0.12
C: 3.21 0.69 -0.38  -0.16
N: 3.98 1.45 -0.71  0.22
N: 2.19 -1.34 0.38  -0.10
O: 1.28 -2.09 0.68  0.03
H: -3.13 -0.66 -0.75  0.11
H: -3.97 0.59 0.24  0.19
H: -1.75 2.13 1.40  0.18
H: 0.64 1.22 -0.76  0.12
H: 3.18 -1.68 0.23  0.23

The calculation puts the gap between HOMO and LUMO at 8.932 eV. Its charge is +1. The multiplicity is 1. Its energy above the lowest of the compared OMol25 structures with the same formula, charge and spin is 151.1 kcal per mole. The total energy is -16813.9674 eV. For the LUMO energy, the calculation gives -4.47 eV. The calculation puts the maximum force at 8.4 eV Å⁻¹. Its structure (SMILES) is [H]/N=C1\C(=[NH2+])NO[C@H]1/C(C#N)=[NH+]\[O-].



No. 5
C32H37BrCl4O8ReSSi as an isolated structure, computed with ωB97M-V/def2-TZVPD.

Last column: Löwdin charge in e.
Cartesian coordinates (Å):
Re: 0.55 -1.19 -0.58  1.31
C: 0.24 0.37 4.62  -0.02
C: -0.52 1.40 3.81  -0.61
C: -2.02 1.25 4.06  -0.02
C: -0.05 2.80 4.18  -0.03
O: -0.23 1.12 2.41  -0.15
Si: -0.72 1.98 1.11  -0.03
S: -0.04 1.03 -0.72  0.47
O: -0.03 3.45 1.21  -0.15
C: 0.46 4.48 0.35  -0.64
C: -0.49 4.67 -0.83  -0.03
C: 0.50 5.74 1.21  -0.03
C: 1.87 4.12 -0.12  -0.03
O: -2.32 2.19 1.04  -0.14
C: -3.48 1.59 0.43  -0.64
C: -3.59 2.09 -1.00  -0.03
C: -3.39 0.07 0.48  -0.02
C: -4.66 2.07 1.27  -0.03
H: 0.08 0.55 5.69  0.09
H: 1.31 0.44 4.42  0.09
H: -0.10 -0.64 4.39  0.08
H: -2.23 1.39 5.13  0.09
H: -2.36 0.25 3.76  0.09
H: -2.58 1.99 3.50  0.07
H: -0.16 2.96 5.25  0.09
H: -0.62 3.56 3.64  0.08
H: 1.00 2.93 3.91  0.09
H: -1.50 4.85 -0.47  0.09
H: -0.49 3.79 -1.47  0.06
H: -0.17 5.53 -1.43  0.09
H: -0.50 5.97 1.58  0.09
H: 0.87 6.58 0.62  0.09
H: 1.16 5.59 2.06  0.09
H: 1.85 3.21 -0.72  0.05
H: 2.51 3.95 0.75  0.09
H: 2.28 4.93 -0.72  0.09
H: -2.74 1.73 -1.59  0.06
H: -3.59 3.18 -1.01  0.09
H: -4.51 1.73 -1.45  0.09
H: -2.58 -0.30 -0.15  0.05
H: -4.32 -0.36 0.11  0.10
H: -3.23 -0.28 1.50  0.08
H: -4.66 3.16 1.33  0.09
H: -4.60 1.66 2.28  0.08
H: -5.60 1.74 0.81  0.09
Cl: 2.44 -4.13 5.53  0.68
C: 1.57 -3.48 4.19  -0.67
C: 2.19 -2.58 3.34  -0.11
C: 1.46 -2.09 2.28  -0.49
Cl: 2.13 -0.90 1.18  0.86
C: 0.14 -2.43 2.01  -0.45
O: -0.51 -1.91 0.98  -0.28
C: -0.45 -3.33 2.90  -0.59
Cl: -2.10 -3.77 2.64  0.73
C: 0.25 -3.85 3.97  -0.12
H: 3.21 -2.27 3.51  0.12
H: -0.23 -4.56 4.63  0.11
Br: 7.43 -0.14 -5.99  0.74
C: 6.05 -0.55 -4.75  -0.69
C: 6.13 -1.73 -4.03  -0.11
C: 5.11 -2.03 -3.14  -0.01
C: 4.05 -1.16 -2.97  -0.13
C: 3.99 0.02 -3.69  -0.01
C: 5.00 0.34 -4.59  -0.12
C: 2.97 -1.52 -1.99  -0.58
O: 3.09 -2.44 -1.20  0.01
O: 1.90 -0.75 -2.03  -0.26
H: 6.96 -2.41 -4.18  0.10
H: 5.14 -2.94 -2.55  0.12
H: 3.16 0.70 -3.54  0.12
H: 4.97 1.26 -5.16  0.10
Cl: -3.30 -6.38 -6.13  0.68
C: -2.48 -5.40 -4.97  -0.66
C: -1.78 -6.00 -3.93  -0.09
C: -1.13 -5.21 -3.00  0.00
C: -1.19 -3.82 -3.11  -0.13
C: -1.89 -3.23 -4.15  0.00
C: -2.53 -4.01 -5.09  -0.09
C: -0.52 -2.99 -2.09  -0.54
O: 0.30 -3.45 -1.27  0.00
O: -0.78 -1.72 -2.04  -0.16
H: -1.75 -7.08 -3.86  0.11
H: -0.58 -5.65 -2.19  0.13
H: -1.92 -2.15 -4.22  0.12
H: -3.07 -3.57 -5.92  0.11

The calculation puts the gap between HOMO and LUMO (alpha / beta) at 8.398 / 7.679 eV. The multiplicity is 4. The total energy is -191147.7163 eV. For the LUMO energy (alpha / beta), the calculation gives -0.03 / -1.20 eV. The calculation puts the maximum force at 1.5 eV Å⁻¹.



No. 6
A single C4H6N2O molecule, computed with ωB97M-V/def2-TZVPD.

Last column: Löwdin charge in e.
Cartesian coordinates (Å):
H: -2.67 0.58 -0.58  0.07
N: -2.02 0.50 0.20  0.18
C: -0.87 0.12 0.01  -0.32
C: 0.01 -0.03 -1.41  -0.01
C: 0.37 0.18 0.79  -0.37
C: 0.98 -1.14 1.15  -0.21
O: 0.68 -2.20 0.68  0.08
N: 0.89 1.21 1.36  0.18
H: 0.42 2.09 1.16  0.07
H: 1.03 0.32 -1.54  0.08
H: -0.57 0.51 -2.15  0.06
H: -0.01 -1.10 -1.61  0.07
H: 1.74 -1.03 1.94  0.12

The calculation puts the gap between HOMO and LUMO at 9.313 eV. The multiplicity is 1. Its energy above the lowest of the compared OMol25 structures with the same formula, charge and spin is 73.2 kcal per mole. The total energy is -9270.3296 eV. For the LUMO energy, the calculation gives -0.16 eV. The calculation puts the maximum force at 6.1 eV Å⁻¹. Its structure (SMILES) is [H]/N=C(C)/C(C=O)=N\[H].



- Among the records above, which one has the highest maximum force?
  C4H3NO3